--- one ---
DFT (wB97M-V/def2-TZVPD) results for a structure of composition C2H5N3OS2.

- orbital gap (eV) = 8.20
- E_HOMO (eV) = -8.70

ORCA input file:
```
! wB97M-V def2-TZVPD RIJCOSX def2/J DEFGRID3
* xyz 0 1
C 0.053 0.772 1.404
C -0.220 -1.064 -0.273
H 0.819 1.106 -1.260
H -0.213 0.573 2.463
H -2.495 0.155 1.339
H -0.920 -1.848 -0.373
H 2.146 -0.527 -3.041
N 0.544 1.833 1.075
N -0.733 -0.153 0.591
N 0.922 -0.817 -0.777
O -1.830 -0.691 1.399
S 0.524 2.521 -0.506
S 1.404 -1.860 -2.041
*
```

***

--- two ---
DFT (wB97M-V/def2-TZVPD) results for the molecule C2H5N3OS2.

- SMILES = NNC(=O)C(=S)NS
- orbital gap (eV) = 8.20
- E_HOMO (eV) = -8.85

ORCA input file:
```
! wB97M-V def2-TZVPD RIJCOSX def2/J DEFGRID3
* xyz 0 1
C 0.547 0.820 -0.135
C -0.645 -0.143 -0.100
H 1.775 -1.164 1.277
H 1.981 -1.689 -0.282
H 2.458 1.062 -0.149
H -1.570 1.626 0.110
H -3.267 -0.737 -0.943
N 2.267 -0.977 0.398
N 1.819 0.311 -0.093
N -1.756 0.605 0.173
O 0.383 2.056 -0.196
S -0.648 -1.791 -0.220
S -3.345 0.020 0.160
*
```

***

It is two that is most stable; the runner-up trails by 5.008 eV.

***

--- one ---
DFT (wB97M-V/def2-TZVPD) results for a cluster of 2 separate species, C11H17N2 in total.

- expectation value of S² = 0.7702
- orbital gap (spin up / spin down) (eV) = 9.14 / 6.91
- E_HOMO (spin up / spin down) (eV) = -16.43 / -17.18

ORCA input file:
```
! wB97M-V def2-TZVPD RIJCOSX def2/J DEFGRID3
* xyz 2 2
C 0.370 -1.494 -3.297
C -1.205 -2.383 -1.544
C 0.040 -1.784 -1.913
C -0.134 -1.851 0.330
C 0.685 -1.351 -0.705
C 0.089 -1.645 1.666
C 1.867 -0.648 -0.420
C 1.310 -0.983 1.941
C 2.111 -0.427 0.946
N -1.334 -2.356 -0.226
H -1.929 -2.726 -2.268
H -1.995 -2.935 0.280
H 1.397 -1.659 -3.616
H 0.062 -0.508 -3.705
H -0.437 -2.030 2.528
H 2.639 -0.533 -1.151
H 1.464 -0.733 2.984
H 3.112 -0.150 1.260
H -0.272 -1.927 -4.083
C -0.951 2.917 0.596
C -0.987 3.240 2.057
N -0.216 1.639 0.289
H -1.931 2.799 0.129
H -0.549 3.711 -0.039
H -0.067 3.090 2.629
H -1.728 2.594 2.537
H -0.790 0.827 0.529
H -0.106 1.538 -0.722
H 0.709 1.501 0.696
H -1.222 4.268 2.293
*
```

***

--- two ---
DFT (wB97M-V/def2-TZVPD) results for a cluster of 2 separate species, C11H17N2 in total.

- expectation value of S² = 0.7764
- orbital gap (spin up / spin down) (eV) = 9.19 / 6.60
- E_HOMO (spin up / spin down) (eV) = -16.26 / -16.87

ORCA input file:
```
! wB97M-V def2-TZVPD RIJCOSX def2/J DEFGRID3
* xyz 2 2
C 0.486 2.763 0.254
C 2.135 -0.410 -0.840
C 1.477 0.340 0.178
C 1.032 1.537 -0.400
C 1.510 1.533 -1.736
C 2.500 -1.712 -0.611
C 2.379 -2.183 0.718
C 1.477 -0.128 1.512
C 1.908 -1.421 1.777
N 2.034 0.353 -2.009
H 2.321 0.033 -2.924
H 3.093 -2.184 -1.387
H 1.544 2.230 -2.565
H 2.563 -3.245 0.852
H 1.036 0.562 2.228
H 0.894 2.918 1.250
H -0.600 2.895 0.342
H 1.851 -1.784 2.792
H 0.694 3.617 -0.388
C -2.511 -0.645 -0.486
C -3.761 -1.302 0.137
N -1.916 0.365 0.495
H -1.750 -1.387 -0.730
H -2.782 -0.104 -1.382
H -4.162 -0.947 1.084
H -3.663 -2.376 0.289
H -2.122 0.067 1.448
H -0.903 0.424 0.326
H -2.252 1.324 0.404
H -4.512 -1.135 -0.631
*
```

***

It is two that is most stable; the runner-up trails by 0.118 eV.

***

--- one ---
DFT (wB97M-V/def2-TZVPD) results for the molecule C4H6N4O2.

- SMILES = N/C(=N\[C@H]1C=N1)NC(=O)O
- orbital gap (eV) = 9.70
- E_HOMO (eV) = -9.25

ORCA input file:
```
! wB97M-V def2-TZVPD RIJCOSX def2/J DEFGRID3
* xyz 0 1
C -1.409 0.515 -0.552
C -2.096 1.547 -1.308
C 2.665 1.263 0.468
C 0.714 -0.273 0.182
N -0.019 0.661 -0.315
N -1.958 0.485 -1.960
N 2.015 0.012 0.517
N 0.298 -1.543 0.459
O 3.786 1.347 0.881
O 1.964 2.242 -0.040
H -1.969 -0.066 0.180
H -2.463 2.544 -1.365
H 2.577 -0.726 0.921
H 1.044 1.904 -0.278
H -0.544 -1.860 0.007
H 0.979 -2.250 0.678
*
```

***

--- two ---
DFT (wB97M-V/def2-TZVPD) results for a cluster of 3 separate species, C4H6N4O2 in total.

- orbital gap (eV) = 9.51
- E_HOMO (eV) = -9.56

ORCA input file:
```
! wB97M-V def2-TZVPD RIJCOSX def2/J DEFGRID3
* xyz 0 1
N -2.937 -0.260 0.742
C -2.039 0.197 0.058
C -0.634 0.661 0.032
C 0.369 -0.362 0.579
C 1.778 0.046 0.331
N 2.560 -0.446 -0.583
O 3.724 0.199 -0.426
N 3.609 1.101 0.574
N 2.457 1.003 1.058
H -0.385 0.917 -1.009
H -0.585 1.593 0.616
H 0.230 -0.479 1.662
H 0.209 -1.340 0.111
O -2.818 -0.703 -1.517
H -2.022 -1.153 -1.829
H -3.516 -0.974 -0.401
*
```

***

It is one that is most stable; the runner-up trails by 5.244 eV.

***

--- one ---
DFT (wB97M-V/def2-TZVPD) results for the molecule C20H24ClN3O3S.

- SMILES = COCc1csc(C(=O)N2CCC[C@@H](NC(=O)c3ccc(Cl)c(N)c3)[C@@H]2C)c1
- orbital gap (eV) = 8.86
- E_HOMO (eV) = -8.38

ORCA input file:
```
! wB97M-V def2-TZVPD RIJCOSX def2/J DEFGRID3
* xyz 0 1
C -3.817 3.326 6.842
O -3.621 2.490 5.724
C -4.331 2.953 4.593
C -4.020 2.069 3.428
C -4.938 1.300 2.774
S -4.251 0.409 1.492
C -2.692 1.057 1.820
C -1.507 0.733 0.991
O -0.589 1.517 0.883
N -1.614 -0.462 0.269
C -1.575 -1.679 1.099
C -0.152 -2.006 1.532
C 0.748 -2.161 0.314
C 0.680 -0.924 -0.581
N 1.443 -1.133 -1.801
C 2.792 -0.993 -1.827
O 3.438 -0.703 -0.835
C 3.449 -1.206 -3.162
C 2.899 -2.005 -4.161
C 3.577 -2.155 -5.358
C 4.783 -1.509 -5.556
Cl 5.621 -1.716 -7.068
C 5.360 -0.707 -4.568
N 6.542 -0.026 -4.783
C 4.665 -0.579 -3.365
C -0.776 -0.596 -0.935
C -0.929 0.602 -1.865
C -2.723 1.928 2.868
H -3.240 2.911 7.665
H -3.473 4.347 6.641
H -4.875 3.364 7.129
H -5.410 2.952 4.792
H -4.036 3.988 4.373
H -5.993 1.223 2.989
H -2.225 -1.538 1.961
H -1.990 -2.498 0.504
H 0.222 -1.202 2.174
H -0.153 -2.920 2.130
H 1.785 -2.333 0.604
H 0.422 -3.028 -0.273
H 1.111 -0.070 -0.056
H 0.956 -1.258 -2.672
H 1.975 -2.546 -4.005
H 3.182 -2.782 -6.146
H 7.038 0.260 -3.956
H 7.132 -0.377 -5.519
H 5.075 0.021 -2.562
H -1.192 -1.475 -1.447
H -0.581 0.360 -2.869
H -1.983 0.876 -1.940
H -0.368 1.461 -1.505
H -1.841 2.442 3.221
*
```

***

--- two ---
DFT (wB97M-V/def2-TZVPD) results for the molecule C20H24ClN3O3S.

- SMILES = COCc1csc(C(=O)N2CCC[C@@H](NC(=O)c3ccc(Cl)c(N)c3)[C@@H]2C)c1
- orbital gap (eV) = 8.53
- E_HOMO (eV) = -8.39

ORCA input file:
```
! wB97M-V def2-TZVPD RIJCOSX def2/J DEFGRID3
* xyz 0 1
C 5.951 -0.663 2.274
O 4.719 -0.629 1.589
C 4.600 -1.698 0.673
C 3.247 -1.646 0.037
C 3.024 -1.465 -1.301
S 1.371 -1.452 -1.700
C 0.934 -1.689 -0.055
C -0.473 -1.782 0.350
O -0.803 -2.006 1.490
N -1.393 -1.616 -0.744
C -2.119 -0.339 -0.644
C -3.220 -0.337 0.407
C -4.184 -1.484 0.137
C -3.445 -2.818 0.068
N -4.356 -3.890 -0.302
C -5.116 -4.537 0.615
O -5.063 -4.287 1.807
C -6.024 -5.608 0.077
C -6.517 -5.605 -1.226
C -7.358 -6.626 -1.635
C -7.696 -7.639 -0.757
Cl -8.758 -8.909 -1.291
C -7.220 -7.662 0.557
N -7.520 -8.699 1.420
C -6.383 -6.618 0.951
C -2.295 -2.763 -0.949
C -1.493 -4.056 -1.000
C 2.033 -1.774 0.754
H 5.966 0.181 2.958
H 6.062 -1.592 2.846
H 6.795 -0.578 1.580
H 5.381 -1.635 -0.096
H 4.734 -2.652 1.201
H 3.774 -1.336 -2.066
H -1.386 0.450 -0.458
H -2.550 -0.146 -1.632
H -2.783 -0.443 1.401
H -3.745 0.621 0.379
H -4.957 -1.546 0.905
H -4.689 -1.321 -0.824
H -3.038 -3.056 1.052
H -4.399 -4.186 -1.262
H -6.293 -4.800 -1.913
H -7.769 -6.639 -2.635
H -7.422 -8.488 2.399
H -8.342 -9.236 1.197
H -5.999 -6.583 1.963
H -2.744 -2.586 -1.938
H -2.119 -4.894 -1.301
H -0.675 -3.964 -1.714
H -1.078 -4.296 -0.019
H 1.958 -1.914 1.823
*
```

***

It is one that is most stable; the runner-up trails by 0.255 eV.

***

--- one ---
DFT (wB97M-V/def2-TZVPD) results for a cluster of 6 separate species, H10IO5 in total.

- orbital gap (eV) = 8.36
- E_HOMO (eV) = -5.17

ORCA input file:
```
! wB97M-V def2-TZVPD RIJCOSX def2/J DEFGRID3
* xyz -1 1
I 8.343 -0.111 18.126
O 5.910 2.384 16.851
H 6.608 1.884 17.274
H 6.200 3.294 16.904
O 10.649 -1.104 20.724
H 10.014 -0.934 20.029
H 10.301 -1.867 21.186
O 6.802 -2.527 20.198
H 7.239 -3.280 19.801
H 7.160 -1.770 19.734
O 7.746 2.723 20.654
H 7.107 2.184 21.121
H 8.120 2.136 19.997
O 10.553 -2.972 17.836
H 10.373 -3.312 18.712
H 10.088 -2.136 17.802
*
```

***

--- two ---
DFT (wB97M-V/def2-TZVPD) results for a cluster of 6 separate species, H10IO5 in total.

- orbital gap (eV) = 6.56
- E_HOMO (eV) = -3.86

ORCA input file:
```
! wB97M-V def2-TZVPD RIJCOSX def2/J DEFGRID3
* xyz -1 1
I 0.263 0.125 0.249
O -3.768 0.382 -4.403
H -3.385 1.120 -4.876
H -3.277 0.341 -3.583
O 0.758 0.843 -5.573
H 1.030 0.722 -4.663
H 0.098 1.536 -5.537
O -3.040 0.091 5.534
H -2.572 0.552 4.838
H -3.713 -0.413 5.078
O 0.419 -2.551 5.740
H -0.512 -2.426 5.921
H 0.571 -2.072 4.925
O 6.027 0.363 -1.159
H 5.145 0.218 -0.817
H 5.956 1.168 -1.672
*
```

***

It is one that is most stable; the runner-up trails by 1.136 eV.

***

--- one ---
DFT (wB97M-V/def2-TZVPD) results for a cluster of 2 separate species, C4H14N4 in total.

- orbital gap (spin up / spin down) (eV) = 6.16 / 9.09
- E_HOMO (spin up / spin down) (eV) = -17.25 / -18.84

ORCA input file:
```
! wB97M-V def2-TZVPD RIJCOSX def2/J DEFGRID3
* xyz 2 1
C 0.776 0.371 -1.077
C 2.041 0.453 -0.411
C -1.783 0.850 -0.939
C -0.034 0.466 2.688
N -0.029 -0.931 -1.153
N -0.519 0.114 -0.543
N -0.302 -1.824 -1.987
N -0.180 -0.586 1.719
H 0.637 1.053 -1.954
H 2.650 -0.332 -0.732
H 1.906 0.546 0.638
H 2.657 1.275 -0.867
H -2.268 0.350 -1.748
H -2.569 0.899 -0.071
H -1.490 1.892 -1.035
H -1.191 0.765 2.943
H 0.540 0.194 3.575
H 0.428 1.455 2.277
H 0.308 -1.298 1.849
H -1.010 -2.577 -1.976
H 0.536 -2.230 -2.558
H -1.102 -0.903 1.363
*
```

***

--- two ---
DFT (wB97M-V/def2-TZVPD) results for a cluster of 2 separate species, C4H14N4 in total.

- orbital gap (eV) = 9.05
- E_HOMO (eV) = -17.09

ORCA input file:
```
! wB97M-V def2-TZVPD RIJCOSX def2/J DEFGRID3
* xyz 2 1
C 5.704 0.040 -0.045
C 5.528 1.453 -0.029
C 5.813 -0.731 -1.252
C -9.592 0.223 -0.914
N 5.704 -0.564 1.072
N -10.654 0.888 1.155
N 6.026 -2.139 1.234
N -10.660 0.720 -0.085
H 5.178 1.771 0.978
H 4.799 1.833 -0.787
H 6.550 1.898 -0.152
H 4.895 -0.558 -1.734
H 6.105 -1.697 -0.884
H 6.419 -0.301 -2.131
H -9.708 0.648 -1.906
H -8.592 0.596 -0.536
H -9.657 -0.922 -0.861
H 5.714 -0.140 1.927
H -10.039 0.368 1.736
H 6.769 -2.099 1.907
H 5.204 -2.484 1.731
H -11.504 1.199 -0.425
*
```

***

It is two that is most stable; the runner-up trails by 6.306 eV.

***

--- one ---
DFT (wB97M-V/def2-TZVPD) results for a cluster of 2 separate species, C2H3BrFNO2 in total.

- SMILES = C=C(F)[N+](=O)[O-].Br
- orbital gap (eV) = 10.03
- E_HOMO (eV) = -10.87

ORCA input file:
```
! wB97M-V def2-TZVPD RIJCOSX def2/J DEFGRID3
* xyz 0 1
C -1.174 -0.379 0.065
C -1.617 0.861 0.015
N -0.777 1.991 0.195
O 0.353 1.750 0.493
O -1.224 3.046 0.041
F -2.880 1.065 -0.230
Br 3.482 0.557 -0.017
H -1.711 -1.237 -0.231
H -0.056 -0.415 0.208
H 2.444 1.159 -0.764
*
```

***

--- two ---
DFT (wB97M-V/def2-TZVPD) results for the molecule C2H3BrFNO2.

- SMILES = C[C@@](F)(Br)[N+](=O)[O-]
- orbital gap (eV) = 10.26
- E_HOMO (eV) = -11.09

ORCA input file:
```
! wB97M-V def2-TZVPD RIJCOSX def2/J DEFGRID3
* xyz 0 1
C 0.144 0.092 -0.047
C 0.554 1.338 -0.785
N -0.307 1.612 -1.964
O -0.605 0.670 -2.602
O -0.693 2.749 -2.205
F 0.784 2.444 -0.037
Br 2.357 0.929 -1.612
H 0.530 -0.071 0.970
H -0.991 0.041 0.005
H 0.441 -0.730 -0.829
*
```

***

It is two that is most stable; the runner-up trails by 0.730 eV.

***

--- one ---
DFT (wB97M-V/def2-TZVPD) results for the ion CHINOS with charge -1.

- SMILES = [O-]C(=S)NI
- orbital gap (eV) = 6.39
- E_HOMO (eV) = -3.59

ORCA input file:
```
! wB97M-V def2-TZVPD RIJCOSX def2/J DEFGRID3
* xyz -1 1
C 0.681 -0.324 -0.064
N -0.578 0.113 0.197
O 0.960 -1.197 -0.855
S 1.689 0.546 1.026
I -2.212 -0.323 -1.062
H -0.540 1.186 0.757
*
```

***

--- two ---
DFT (wB97M-V/def2-TZVPD) results for a cluster of 2 separate species, CHINOS in total.

- orbital gap (eV) = 5.62
- E_HOMO (eV) = -2.95

ORCA input file:
```
! wB97M-V def2-TZVPD RIJCOSX def2/J DEFGRID3
* xyz -1 1
C 4.126 0.362 -0.342
N 3.030 0.774 -0.218
O 5.300 0.227 -0.484
S 1.391 0.620 -0.027
I -2.849 0.221 -0.139
H -1.294 0.374 0.027
*
```

***

It is two that is most stable; the runner-up trails by 0.109 eV.